(1)
ORCA calculation (ωB97M-V/def2-TZVPD) on a 7-piece molecular cluster, C38H34N2O20 overall in a non-equilibrium geometry.

Geometry (Å):
1 H 5.5920 4.5184 -3.7153
2 H 1.5753 -0.6344 0.1943
3 C 4.5384 0.7910 0.8638
4 O 5.9456 -2.1307 2.6156
5 H -4.6552 -3.4909 1.3783
6 H 7.9352 1.2626 -2.9951
7 O 7.3138 0.5100 -3.0451
8 H 1.1062 -0.9264 -2.7393
9 C 0.4230 -1.3994 5.5228
10 C -6.7124 1.0899 -6.7573
11 O 2.9071 3.5060 -4.0536
12 H 0.2383 -1.7536 7.3448
13 H -2.6821 0.4710 -4.9349
14 H 0.6743 0.5715 -2.0491
15 C 3.6756 0.6449 3.2104
16 C 1.8939 -0.8735 -0.8168
17 H 3.0877 2.4985 0.7101
18 H 2.5320 -4.1640 4.7409
19 O -0.4314 1.8405 0.6934
20 O -4.6835 2.7686 3.8795
21 H -0.5523 -0.1519 4.1658
22 C 0.7662 -1.6004 3.1696
23 O -2.9688 1.4159 -5.0300
24 H -0.2725 2.8203 0.5127
25 C 6.3769 2.5558 -3.3696
26 H -0.5891 -2.0755 -1.0696
27 C 4.0659 2.9392 -3.8147
28 C 6.1314 1.0757 -3.2961
29 O -7.1887 3.2820 -6.2168
30 O -3.8438 -0.8310 -5.9768
31 H 5.7162 -2.3126 3.5451
32 O 7.5529 2.8637 -3.1665
33 O -3.9010 0.4323 3.5901
34 H -3.1089 4.7460 2.6496
35 O 0.4742 -1.3367 2.0178
36 C -4.2104 1.4576 -5.5522
37 C 1.8891 -3.3128 4.5575
38 C 5.3418 -0.4154 0.9853
39 N -3.8821 -5.3996 4.3791
40 H 2.8952 0.8782 3.9262
41 H -8.0653 2.1165 -7.4176
42 C 0.8042 -0.4836 -1.8074
43 H -1.9266 -0.1914 1.9849
44 C -0.5898 -1.0288 -1.3537
45 H 1.7707 -2.6384 1.4473
46 H -2.3435 -4.4270 1.7738
47 C 0.1551 -0.9490 4.2811
48 H 5.8450 -0.8095 0.1084
49 C -3.5832 2.6940 3.0905
50 C -1.7802 3.3293 1.6925
51 C -3.9801 -3.0156 3.3948
52 O -1.0803 4.0904 1.0727
53 C -3.8845 -4.3527 3.9518
54 C -6.3208 2.4129 -6.1706
55 C 4.4279 -0.5650 3.3547
56 O 1.2878 -3.1104 6.8319
57 H 2.1847 2.8410 -4.0323
58 N -2.2036 -0.5992 -3.2877
59 C -5.0130 2.5632 -5.6100
60 O 3.1206 2.3885 1.6733
61 C -4.6365 0.1034 -6.0969
62 H -4.8961 -2.6084 3.7926
63 O -7.9957 1.1598 -7.2436
64 H -4.1113 -1.8609 1.6529
65 C -1.5093 1.8633 1.4947
66 H 2.0083 -1.9802 -0.8855
67 O 4.4339 1.4366 -0.1738
68 C 3.7338 1.2735 2.0153
69 H -0.8176 -0.4319 -0.4640
70 C -3.8757 -2.9107 1.8812
71 C -1.5104 -0.8003 -2.4143
72 H -2.4163 -3.4215 0.3196
73 C 1.7495 -2.6803 3.3653
74 O 2.6454 1.1795 -3.7896
75 C 3.8423 1.4652 -3.6836
76 O 4.5233 -1.2482 4.3922
77 H -4.7622 3.5115 -5.1624
78 H -1.7358 -2.7534 1.7906
79 C -5.9145 0.0203 -6.7245
80 C -2.2120 0.8506 2.0551
81 C 5.3087 -1.0369 2.1863
82 C 4.8908 0.5583 -3.4852
83 C -3.2479 1.2122 2.9456
84 C -2.5186 -3.4134 1.4127
85 H 2.8813 -0.4373 -1.0148
86 O 0.0297 -1.0133 6.7337
87 C 5.3066 3.4777 -3.6084
88 H -4.8843 1.8560 4.1619
89 H 4.6473 -0.4864 -3.4217
90 O 2.2885 -3.0125 2.1741
91 C 1.2618 -2.6588 5.6832
92 H -6.2237 -0.9229 -7.1609
93 H -3.1690 -2.3927 3.7883
94 C -2.9052 3.7060 2.4516

The calculation puts the lowest unoccupied orbital energy at -0.0783 Eh. The HOMO energy comes out at -9.44 eV. The molecular weight is 838.68 g mol⁻¹. As for the SMILES: O=C1C=C(O)C(=O)C=C1O.O=C1C=C(O)C(=O)C=C1O.O=C1C=C(O)C(=O)C=C1O.O=C1C=C(O)C(=O)C=C1O.O=C1C=C(O)C(=O)C=C1O.CCCC#N.CCCC#N. The calculation puts the orbital gap at 7.3 eV.

Here are the Löwdin charges for atoms 1 to 2, given in e:
1. H 0.1334
2. H 0.0442

***

(2)
ORCA calculation (ωB97M-V/def2-TZVPD) on C38H35AgN3O4P as an isolated structure.

Geometry (Å):
1 H -1.4421 3.8500 3.4568
2 H 2.4627 -2.5691 -4.3507
3 H -3.9550 -2.1916 -2.7776
4 H -2.4564 2.2963 2.0459
5 C 3.7340 -1.1836 -5.3819
6 H 3.8658 5.5405 3.3557
7 C 1.7796 6.0697 3.2245
8 H 1.1297 -4.0520 2.8395
9 N 2.6288 2.5344 -0.2125
10 H -4.8158 -7.0107 -2.8478
11 H -0.3222 6.3795 2.8610
12 C 2.9144 5.3591 2.8694
13 C 0.0679 2.6288 4.3436
14 C -1.0057 -2.6607 0.6052
15 H -4.4436 -6.0511 -0.5914
16 H -1.8984 -2.0465 0.5646
17 C -2.3616 1.0337 -1.4143
18 C 1.3684 -4.0920 0.7054
19 C -2.9863 -4.6309 -1.2631
20 H -2.3732 1.0161 3.2266
21 C -2.4755 -4.6744 -3.5940
22 H 3.6652 2.4741 -2.3381
23 H 4.5957 1.8729 -4.2385
24 H 0.3017 3.3961 5.0868
25 H -1.9273 1.9635 -1.0548
26 H 1.3705 -3.9090 -1.4389
27 C 2.7620 -0.8173 -3.1389
28 H -2.0575 2.7604 4.6934
29 N 2.5480 1.3983 -1.0326
30 H -0.2403 1.1220 5.8624
31 C -3.8941 -5.6660 -1.4431
32 C -0.4775 -3.0462 1.8273
33 H 2.3188 -4.6116 0.7406
34 O 2.1159 -1.2794 -2.1610
35 C 1.4753 3.0263 0.1924
36 H -0.4147 4.6031 1.0954
37 Ag 0.5856 0.1346 -0.9032
38 C 0.3388 1.2464 4.9412
39 H 3.8578 -1.8313 -6.2459
40 C 0.0419 0.0606 3.9953
41 C 0.7071 -3.7713 1.8814
42 H -1.9097 -4.2899 -4.4362
43 H 1.3930 1.2062 5.2258
44 H 1.8431 6.8226 4.0035
45 H -3.5390 -6.1194 -4.7770
46 N -0.7065 1.2457 2.0030
47 H -5.3239 -0.1477 -2.5977
48 C -3.3900 -5.7055 -3.7862
49 C -2.1695 -1.2605 -1.9803
50 C -3.5079 -1.2821 -2.3880
51 C -2.2618 -4.1129 -2.3366
52 C -1.5364 -0.1020 -1.4892
53 C 2.8619 4.3824 1.8677
54 C 3.1872 1.5093 -2.1336
55 C 0.5665 5.8216 2.5897
56 C -0.3715 -3.0158 -0.5849
57 H -0.4770 1.6365 1.0844
58 C 0.8324 -3.7112 -0.5196
59 H 3.6836 3.0580 0.8080
60 C 0.2280 0.4173 2.5296
61 C -4.2824 -0.1326 -2.2928
62 H 0.7550 2.8001 3.5114
63 C -1.3611 2.8344 3.8495
64 H -4.2901 1.9396 -1.7249
65 H 0.7141 -0.7706 4.1965
66 C -1.7919 1.8184 2.7649
67 C 2.9600 -1.6055 -4.3317
68 C 0.5113 4.8402 1.6072
69 C -4.1037 -6.2055 -2.7078
70 P -1.0583 -2.6938 -2.2577
71 H -2.8342 -4.2223 -0.2697
72 C 4.1473 0.8820 -4.2647
73 H -0.9781 -2.7586 2.7448
74 C 3.3667 0.4978 -3.1669
75 C 1.6291 4.1063 1.2370
76 H 4.9789 0.4068 -6.1908
77 C -3.7004 1.0299 -1.7994
78 O 0.3161 2.7028 -0.1751
79 H -0.9810 -0.2975 4.1441
80 C 4.3629 0.0743 -5.3643
81 O 3.9783 3.7270 1.5454
82 O 1.1705 0.0025 1.8762

The calculation puts the lowest unoccupied orbital energy at 0.1606 Eh. The HOMO energy comes out at -1.21 eV. Its energy relative to the best compared isomer or geometry (same formula, charge and spin) is 19.16 kcal per mole. The molecular weight is 736.56 g mol⁻¹. The calculation puts the orbital gap at 5.6 eV. The net charge is -2.

Here are the Löwdin charges for atoms 1 to 2, given in e:
1. H 0.0841
2. H 0.0904

***

(3)
ORCA calculation (ωB97M-V/def2-TZVPD) on C38H35FeGe2N4OS as an isolated structure in a non-equilibrium geometry.

Geometry (Å):
1 C 3.0995 1.5824 -1.7997
2 C -2.0314 3.0531 0.6278
3 H 0.9639 4.6747 4.2162
4 H 5.2872 0.4958 0.5196
5 C 3.6655 -1.5543 -1.3634
6 H -3.0291 -4.1002 3.1612
7 H 2.3608 4.5669 2.1734
8 Ge 2.9419 0.0914 -0.4896
9 H 2.8780 -2.2311 -1.6964
10 H 4.2760 -1.2839 -2.2274
11 C -3.6521 0.6146 2.0079
12 N 0.4945 -1.2881 -3.2483
13 C -4.2693 -0.1751 2.9840
14 H 4.2642 -0.4038 1.6533
15 C -1.7478 2.1642 -1.6067
16 C -0.6499 -1.9571 -3.5692
17 C -1.7016 2.4620 -4.3086
18 C -3.9484 -1.5011 3.1571
19 S -1.9337 -1.9599 -2.4556
20 C 1.6712 3.7636 2.4036
21 H 2.1266 1.8435 -2.2187
22 H -1.9982 5.1939 0.7768
23 H -1.5633 0.3075 -4.2838
24 H -5.0206 0.2753 3.6208
25 C -1.9487 1.9486 -0.2104
26 H -2.1152 2.9041 1.6941
27 O 0.6156 -0.6911 -2.0571
28 Fe -0.9036 -0.2540 -0.9806
29 C 0.7127 1.6083 1.8349
30 H -1.8869 5.5784 -1.6498
31 H 0.3363 -3.0149 -6.6519
32 N -2.0245 0.6275 0.1447
33 N -1.5461 -1.8484 0.3726
34 C 0.8830 3.8307 3.5427
35 C 1.0627 -1.5218 1.9167
36 H -1.3848 -4.9846 1.5149
37 C -1.9671 4.3481 0.1017
38 H -0.8692 0.9705 3.1447
39 H -1.7968 4.5842 -3.9856
40 H 3.7723 1.3147 -2.6167
41 H -3.9234 1.6525 1.8779
42 C 4.2837 0.4282 0.9467
43 H 2.3770 -1.7242 -5.9657
44 H -0.6671 2.8713 4.6767
45 H 4.0780 1.3434 1.5001
46 H -0.5595 -3.5004 -0.2978
47 C 0.5211 -1.6325 3.1968
48 H -1.5846 -3.1395 -5.0724
49 H 2.1862 2.6326 0.6621
50 H 4.3024 -2.0843 -0.6544
51 C 0.3785 -2.5267 -5.6875
52 C 1.8460 -2.5861 1.4627
53 C -3.0020 -2.1143 2.3096
54 H 2.7175 -4.5040 1.8723
55 C -1.7566 3.5993 -3.5374
56 C -0.1155 1.7251 2.9518
57 C 0.7525 -2.7507 3.9870
58 C -2.6120 -3.4656 2.3893
59 C -1.7882 3.4792 -2.1361
60 C 1.5428 -3.7893 3.5191
61 C -1.8756 4.5718 -1.2505
62 C -1.2207 -3.1220 0.4705
63 C 1.5473 -1.2096 -4.0869
64 C 1.5206 -1.8090 -5.3140
65 C 2.0951 -3.7009 2.2492
66 H 0.3085 -2.8083 4.9740
67 C -1.7142 -3.9561 1.4744
68 H 3.5114 2.4612 -1.3015
69 H -0.0877 -0.8358 3.5995
70 N -1.6175 1.0609 -2.3843
71 C -2.6972 0.0503 1.1684
72 H 2.2733 -2.5409 0.4670
73 C -2.4021 -1.3383 1.2921
74 C -0.0249 2.8151 3.8057
75 Ge 0.7389 -0.0026 0.6592
76 H -4.4253 -2.0846 3.9347
77 C -1.6165 1.2135 -3.6943
78 H -1.7179 2.5227 -5.3878
79 H 1.7272 -4.6585 4.1381
80 C 1.5784 2.6668 1.5587
81 C -0.6842 -2.5987 -4.8211
82 H 2.3829 -0.6455 -3.7009

The calculation puts the lowest unoccupied orbital energy (spin up / spin down) at -0.0138 / -0.0093 Eh. The HOMO energy (spin up / spin down) comes out at -6.62 / -6.69 eV. Its energy relative to the best compared isomer or geometry (same formula, charge and spin) is 33.75 kcal per mole. The molecular weight is 796.86 g mol⁻¹. The calculation puts the orbital gap (spin up / spin down) at 6.2 / 6.4 eV. As for the spin multiplicity: 2. Its expectation value of S² is 1.04.

Here are the Löwdin charges for atoms 1 to 2, given in e:
1. C -0.2530
2. C -0.0125

***

Energy across the listed records, respectively: -3082.6439; -2422.6550; -7579.0293 a.u..